No. 1
The following is a DFT calculation (ωB97M-V/def2-TZVPD) of a gas-phase ion, C4H7N2S (charge +1).

The geometry in XYZ format:
```
14
Properties=species:S:1:pos:R:3:forces:R:3
C 1.15371 1.18597 0.33819 -0.885 -0.604 0.464
C -0.80928 -0.02967 0.32426 3.034 -2.043 -0.361
C 1.81855 0.60350 -0.84746 2.306 1.686 -0.843
C -2.17579 -0.38329 0.20940 -2.011 -1.948 -3.037
N -0.18379 1.00651 0.43152 -0.478 1.645 -0.054
N 0.38649 -1.29053 0.15280 -3.078 1.698 -0.010
S 1.83003 -0.66395 0.40045 1.144 -0.424 0.013
H 1.48181 1.88810 1.07051 1.095 0.360 0.044
H 1.13435 0.42690 -1.67408 0.316 -0.208 -0.052
H 2.87314 1.02288 -1.12464 -2.095 -0.872 0.554
H -2.62792 -0.48672 1.15731 -0.289 -0.842 1.300
H -2.19234 -1.36698 -0.44972 -0.421 1.872 1.637
H -2.87050 0.35868 -0.26225 1.205 -0.302 -0.028
H 0.18155 -2.27140 0.27372 0.157 -0.019 0.373
```
Forces are in eV/Å.

Results
LUMO energy (eV): -4.0
Electronic energy (Eh): -663.96601
Max |F| (eV Å⁻¹): 4.13
Total charge: +1


No. 2
The following is a DFT calculation (ωB97M-V/def2-TZVPD) of a gas-phase ion, C4H7N2S (charge +1).

The geometry in XYZ format:
```
14
Properties=species:S:1:pos:R:3:forces:R:3
C 0.13541 0.07408 0.02109 3.755 0.635 2.046
C -0.61795 -0.53535 0.95457 -2.712 -1.275 2.375
C -0.04806 -1.23302 2.20450 -1.960 -1.617 -3.031
C 0.63342 1.27448 -2.04885 -1.583 2.188 1.519
N -1.39538 0.54452 -1.68090 -2.970 -1.188 1.500
N -0.33093 0.59383 -1.11446 0.979 0.753 -2.087
S -2.29035 -0.78310 0.95335 0.987 1.162 -2.082
H 1.24918 0.30434 0.27832 -2.183 -0.501 -0.840
H 0.05741 -2.22167 1.73386 0.388 -0.217 0.462
H 0.89188 -0.90431 2.39888 2.582 1.129 1.293
H -0.76507 -1.41839 2.98539 0.050 0.633 0.493
H 1.38524 0.65042 -2.22614 3.029 -2.858 -0.933
H 0.07420 1.51753 -2.90660 -0.387 0.396 -1.055
H 1.02101 2.13662 -1.55300 0.023 0.761 0.340
```
Forces are in eV/Å.

Results
LUMO energy (spin up / spin down) (eV): -7.9 / -7.9
Electronic energy (Eh): -663.83326
Max |F| (eV Å⁻¹): 4.32
Total charge: +1